[1]
Formula: C9H16N3
Source: the Open Molecules 2025 dataset
Level of theory: ωB97M-V with the def2-TZVPD basis set

Calculated values
**SMILES**: NC[N@@H+]1CC=CC2=C1NCCC2
**DFT total energy**: -14051.6047 eV
**Total charge**: +1
**Orbital gap (alpha / beta)**: 7.60 / 6.70 eV

Last column: Mulliken charge in e.
Element x y z (Å)
N (-1.1346, 1.7310, 1.9071)  -0.369
C (-1.9045, 0.9929, 1.0673)  -0.549
N (-1.2237, 0.7940, -0.5046)  -0.117
C (-2.0058, -0.1240, -1.3089)  -0.355
C (-1.8484, -1.4979, -0.8070)  -0.592
C (-0.7576, -2.0441, -0.3271)  -0.526
C (0.4622, -1.3442, -0.1886)  0.536
C (0.1471, 0.4653, -0.5867)  -0.601
N (1.0817, 1.3452, -0.2596)  -0.071
C (2.4620, 0.8524, -0.4191)  -0.674
C (2.6496, -0.4659, 0.4687)  -0.625
C (1.9314, -1.6964, -0.1629)  -0.693
H (-0.6260, 1.3141, 2.6299)  0.226
H (-1.5712, 2.5830, 2.2233)  0.242
H (-2.8699, 1.4802, 0.7657)  0.402
H (-2.0958, -0.0160, 1.2638)  0.460
H (-1.2737, 1.7600, -0.8300)  0.407
H (-1.5622, -0.2172, -2.3294)  0.257
H (-2.9906, 0.2661, -1.3109)  0.496
H (-2.8030, -1.9888, -1.0127)  0.403
H (-0.9757, -3.0916, 0.0151)  0.313
H (0.8323, 2.2427, 0.0329)  0.260
H (3.0382, 1.6385, -0.1166)  0.491
H (2.7227, 0.6614, -1.5267)  0.256
H (2.4301, -0.3756, 1.5222)  0.346
H (3.6955, -0.7685, 0.4553)  0.363
H (2.0619, -2.4620, 0.5209)  0.432
H (2.1278, -2.0346, -1.1813)  0.282

[2]
Formula: C9H16N3O
Source: the Open Molecules 2025 dataset
Level of theory: ωB97M-V with the def2-TZVPD basis set

Calculated values
**DFT total energy**: -16103.7499 eV
**Total charge**: +1
**Orbital gap**: 8.89 eV

Last column: Mulliken charge in e.
Element x y z (Å)
C (1.9034, 0.0315, -1.3134)  -1.128
C (0.8190, -2.0350, -0.7020)  0.619
N (0.7522, -0.7372, -0.8197)  0.030
N (2.0246, -2.7281, -0.9136)  -0.466
N (-0.2164, -2.7907, -0.3534)  -0.271
H (-0.1192, -0.2150, -0.6824)  0.051
H (2.6993, -2.6895, -0.1707)  0.234
H (2.2451, -3.0146, -1.8537)  0.231
H (-1.1003, -2.3100, -0.4599)  0.231
H (-0.0197, -3.7612, -0.1871)  0.264
H (2.7267, 0.0798, -0.6044)  0.404
H (1.6145, 1.0794, -1.1660)  0.344
H (2.1669, -0.1103, -2.3423)  0.375
C (1.1123, 2.3922, 1.2187)  -1.536
C (-1.6619, -0.2000, 1.3216)  -0.650
C (-0.4837, 0.5041, 1.6212)  -0.426
C (-2.3923, 0.2158, 0.1862)  0.489
C (-0.2527, 1.7339, 1.0682)  0.686
C (-2.1029, 1.4612, -0.4476)  -0.768
C (-1.1380, 2.2595, 0.0947)  -0.358
O (-3.5966, -0.2734, -0.1964)  -0.535
H (-1.9679, -1.1642, 1.6941)  0.376
H (0.2523, 0.2049, 2.3725)  0.433
H (-4.0514, -0.8283, 0.4526)  0.353
H (-2.7034, 1.8277, -1.2676)  0.498
H (1.2583, 3.0057, 2.1203)  0.348
H (1.3530, 3.1626, 0.4780)  0.407
H (-0.9616, 3.2918, -0.2166)  0.387
H (1.8404, 1.6075, 1.0690)  0.376

[3]
Formula: C9H16N3O
Source: the Open Molecules 2025 dataset
Level of theory: ωB97M-V with the def2-TZVPD basis set

Calculated values
**DFT total energy**: -16103.6128 eV
**Total charge**: +1
**Orbital gap**: 9.19 eV

Last column: Mulliken charge in e.
Element x y z (Å)
C (2.3869, -1.5275, -0.7460)  -1.087
C (2.2248, 0.9470, -0.9824)  0.643
N (1.7457, -0.3182, -1.0055)  -0.030
N (3.5303, 1.1263, -1.1873)  -0.381
N (1.4123, 1.8907, -0.5312)  -0.249
H (0.7413, -0.4227, -1.2146)  0.118
H (4.0181, 0.5074, -1.8090)  0.264
H (3.9637, 1.8333, -0.5898)  0.241
H (0.5519, 1.7687, 0.0046)  0.152
H (1.7265, 2.8383, -0.7138)  0.220
H (2.7803, -2.0819, -1.5944)  0.385
H (1.7599, -2.2700, -0.2136)  0.316
H (3.1186, -1.5022, 0.1467)  0.376
C (-1.9827, 0.9855, 2.7361)  -1.568
C (-1.4767, 0.9227, 0.3398)  -0.657
C (-1.6939, 0.2184, 1.5363)  1.016
C (-1.4633, 0.3475, -0.9044)  -0.813
C (-1.7960, -1.0010, -0.9826)  0.019
C (-1.7877, -1.1825, 1.4872)  -0.747
C (-1.7473, -1.7073, 0.2104)  -0.094
O (-1.9997, -1.6848, -2.1777)  -0.509
H (-1.2521, 1.9991, 0.3922)  0.813
H (-1.6031, 0.9463, -1.8069)  0.300
H (-2.9729, 1.4774, 2.9230)  0.319
H (-1.4282, 1.8868, 3.0385)  0.350
H (-1.9088, -1.8613, 2.3188)  0.444
H (-2.9562, -1.7419, -2.3042)  0.387
H (-1.8734, -2.7940, 0.0024)  0.380
H (-2.0183, 0.4000, 3.6274)  0.392